Computed, not measured: a cluster of 14 separate species, C56H106F3N3O32 in total at a distorted geometry, with ωB97M-V with the def2-TZVPD basis set.

HOMO-LUMO gap in eV: 11.01

Last columns: bonded neighbours and bond lengths (Å).
Positions of all 200 atoms, in Å:
1 C -0.650 3.735 -1.054  C2 1.534, H6 1.062, H7 1.090, H8 1.112
2 C -1.615 4.083 0.087  C1 1.534, C3 1.575, H9 1.104, H10 1.065
3 C -0.787 4.683 1.285  C2 1.575, C4 1.475, H11 1.076, H12 1.119
4 C 0.468 3.944 1.524  C3 1.475, N5 1.157
5 N 1.471 3.371 1.472  C4 1.157
6 H -1.107 3.784 -2.012  C1 1.062
7 H -0.191 2.779 -0.801  C1 1.090
8 H 0.187 4.463 -1.113  C1 1.112
9 H -2.094 3.164 0.465  C2 1.104
10 H -2.267 4.818 -0.325  C2 1.065
11 H -1.256 4.554 2.245  C3 1.076
12 H -0.549 5.772 1.183  C3 1.119
13 C 4.582 5.235 0.554  C14 1.574, H18 1.079, H19 1.100, H20 1.061
14 C 3.499 5.344 -0.582  C13 1.574, C15 1.599, H21 1.074, H22 1.061
15 C 3.290 4.020 -1.454  C14 1.599, C16 1.469, H23 1.091, H24 1.116
16 C 4.496 3.553 -2.150  C15 1.469, N17 1.183
17 N 5.445 3.105 -2.697  C16 1.183
18 H 4.090 5.375 1.504  C13 1.079
19 H 5.267 6.058 0.304  C13 1.100
20 H 5.117 4.319 0.533  C13 1.061
21 H 3.673 6.156 -1.264  C14 1.074
22 H 2.554 5.527 -0.136  C14 1.061
23 H 2.453 4.090 -2.149  C15 1.091
24 H 3.034 3.275 -0.662  C15 1.116
25 C 7.580 0.003 -0.945  C26 1.542, H30 1.094, H31 1.097, H32 1.105
26 C 6.363 -0.073 -1.889  C25 1.542, C27 1.576, H33 1.099, H34 1.040
27 C 6.694 -1.057 -3.074  C26 1.576, C28 1.476, H35 1.115, H36 1.176
28 C 6.940 -2.424 -2.576  C27 1.476, N29 1.136
29 N 7.106 -3.522 -2.334  C28 1.136
30 H 8.456 0.335 -1.511  C25 1.094
31 H 7.726 -1.026 -0.594  C25 1.097
32 H 7.302 0.676 -0.114  C25 1.105
33 H 6.055 0.894 -2.313  C26 1.099
34 H 5.599 -0.580 -1.398  C26 1.040
35 H 7.583 -0.610 -3.579  C27 1.115
36 H 5.773 -1.101 -3.804  C27 1.176
37 C -1.506 -2.192 7.414  C38 1.545, H46 1.108, H47 1.061, H48 1.116
38 C -0.930 -3.309 6.515  C37 1.545, O39 1.450, H49 1.063, H50 1.105
39 O 0.444 -3.554 6.904  C38 1.450, C40 1.331
40 C 1.438 -3.075 6.159  O39 1.331, O41 1.189, C42 1.548
41 O 1.422 -2.734 5.019  C40 1.189
42 C 2.763 -3.083 6.960  C40 1.548, F43 1.347, F44 1.353, F45 1.318
43 F 2.677 -2.723 8.255  C42 1.347
44 F 3.146 -4.378 6.889  C42 1.353
45 F 3.643 -2.360 6.298  C42 1.318
46 H -2.553 -1.947 7.150  C37 1.108
47 H -0.841 -1.365 7.426  C37 1.061
48 H -1.516 -2.590 8.456  C37 1.116
49 H -0.945 -2.981 5.505  C38 1.063
50 H -1.484 -4.265 6.516  C38 1.105
51 C 0.747 -6.669 -1.200  C52 1.466, H58 1.057, H59 1.104, H60 1.147
52 C 1.846 -7.122 -0.342  C51 1.466, O53 1.482, H61 1.067, H62 1.073
53 O 2.631 -6.061 0.331  C52 1.482, C54 1.368
54 C 2.160 -5.654 1.550  O53 1.368, O55 1.229, O56 1.361
55 O 1.385 -6.212 2.322  C54 1.229
56 O 2.746 -4.496 1.959  C54 1.361, C57 1.426
57 C 3.619 -3.805 1.068  O56 1.426, H63 1.085, H64 1.095, H65 1.073
58 H 0.154 -6.033 -0.599  C51 1.057
59 H 0.124 -7.471 -1.632  C51 1.104
60 H 1.131 -6.052 -2.087  C51 1.147
61 H 2.613 -7.647 -0.867  C52 1.067
62 H 1.599 -7.783 0.466  C52 1.073
63 H 3.970 -2.965 1.659  C57 1.085
64 H 2.998 -3.355 0.285  C57 1.095
65 H 4.465 -4.363 0.715  C57 1.073
66 C -0.877 -7.979 4.717  C67 1.505, H73 1.133, H74 1.061, H75 1.049
67 C -0.840 -6.516 4.370  C66 1.505, O68 1.520, H76 1.086, H77 1.148
68 O -2.024 -5.795 4.996  C67 1.520, C69 1.350
69 C -3.132 -5.604 4.250  O68 1.350, O70 1.219, O71 1.333
70 O -4.102 -5.054 4.741  C69 1.219
71 O -3.067 -6.059 2.998  C69 1.333, C72 1.370
72 C -4.194 -5.907 2.233  O71 1.370, H78 1.106, H79 1.090, H80 1.098
73 H 0.151 -8.348 4.416  C66 1.133
74 H -1.556 -8.460 4.058  C66 1.061
75 H -1.141 -8.158 5.717  C66 1.049
76 H -0.727 -6.256 3.321  C67 1.086
77 H 0.067 -6.121 4.951  C67 1.148
78 H -4.341 -4.829 2.032  C72 1.106
79 H -5.069 -6.289 2.758  C72 1.090
80 H -3.965 -6.391 1.275  C72 1.098
81 C -0.439 2.488 5.912  C82 1.502, H88 1.048, H89 1.101, H90 1.049
82 C 0.286 3.552 5.141  C81 1.502, O83 1.499, H91 1.098, H92 1.084
83 O -0.745 4.545 4.696  C82 1.499, C84 1.367
84 C -0.599 5.860 5.041  O83 1.367, O85 1.195, O86 1.365
85 O -1.459 6.659 4.815  C84 1.195
86 O 0.659 6.178 5.465  C84 1.365, C87 1.444
87 C 0.787 7.564 5.850  O86 1.444, H93 1.042, H94 1.054, H95 1.136
88 H -0.912 2.917 6.743  C81 1.048
89 H 0.206 1.667 6.262  C81 1.101
90 H -1.130 2.053 5.253  C81 1.049
91 H 0.738 3.213 4.199  C82 1.098
92 H 1.068 4.084 5.671  C82 1.084
93 H 0.373 8.236 5.170  C87 1.042
94 H 1.812 7.742 6.017  C87 1.054
95 H 0.185 7.716 6.801  C87 1.136
96 C -0.649 -0.707 2.995  C97 1.492, H103 1.108, H104 1.097, H105 1.128
97 C 0.549 -0.845 2.117  C96 1.492, O98 1.496, H106 1.109, H107 1.089
98 O 0.226 -0.204 0.804  C97 1.496, C99 1.292
99 C 1.235 -0.071 0.007  O98 1.292, O100 1.197, O101 1.340
100 O 2.330 -0.461 0.289  C99 1.197
101 O 0.860 0.450 -1.169  C99 1.340, C102 1.477
102 C 1.989 0.830 -2.042  O101 1.477, H108 1.074, H109 1.101, H110 1.093
103 H -1.443 -1.424 2.707  C96 1.108
104 H -1.127 0.281 2.973  C96 1.097
105 H -0.316 -0.949 4.045  C96 1.128
106 H 0.743 -1.877 1.761  C97 1.109
107 H 1.443 -0.463 2.606  C97 1.089
108 H 2.399 1.808 -1.874  C102 1.074
109 H 1.516 0.952 -3.030  C102 1.101
110 H 2.721 0.031 -2.185  C102 1.093
111 C -4.478 -0.912 -4.524  C112 1.473, H118 1.086, H119 1.091, H120 1.081
112 C -5.152 0.166 -3.780  C111 1.473, O113 1.420, H121 1.060, H122 1.134
113 O -4.513 0.442 -2.542  C112 1.420, C114 1.371
114 C -4.808 -0.419 -1.516  O113 1.371, O115 1.187, O116 1.327
115 O -5.716 -1.183 -1.553  C114 1.187
116 O -4.117 -0.112 -0.426  C114 1.327, C117 1.410
117 C -3.004 0.752 -0.388  O116 1.410, H123 1.093, H124 1.104, H125 1.068
118 H -3.395 -0.913 -4.597  C111 1.086
119 H -4.885 -1.022 -5.530  C111 1.091
120 H -4.837 -1.834 -4.088  C111 1.081
121 H -6.152 -0.069 -3.516  C112 1.060
122 H -5.226 1.110 -4.404  C112 1.134
123 H -2.193 0.106 -0.043  C117 1.093
124 H -3.118 1.612 0.294  C117 1.104
125 H -2.824 1.151 -1.361  C117 1.068
126 C 0.225 -2.938 -1.281  C127 1.554, H133 1.098, H134 1.065, H135 1.136
127 C -1.048 -2.350 -1.951  C126 1.554, O128 1.500, H136 1.096, H137 1.089
128 O -2.261 -2.834 -1.213  C127 1.500, C129 1.341
129 C -2.994 -3.765 -1.840  O128 1.341, O130 1.216, O131 1.298
130 O -2.820 -4.029 -3.014  C129 1.216
131 O -3.825 -4.304 -1.000  C129 1.298, C132 1.506
132 C -4.821 -5.301 -1.527  O131 1.506, H138 1.060, H139 1.067, H140 1.087
133 H 1.151 -2.519 -1.696  C126 1.098
134 H 0.207 -4.002 -1.270  C126 1.065
135 H 0.151 -2.500 -0.236  C126 1.136
136 H -1.267 -2.631 -2.988  C127 1.096
137 H -1.209 -1.298 -1.720  C127 1.089
138 H -5.634 -5.097 -0.878  C132 1.060
139 H -4.347 -6.253 -1.432  C132 1.067
140 H -5.148 -5.156 -2.553  C132 1.087
141 C 0.655 -3.724 -6.134  C142 1.515, H148 1.067, H149 1.080, H150 1.098
142 C 2.016 -3.090 -5.932  C141 1.515, O143 1.491, H151 1.088, H152 1.081
143 O 2.659 -3.595 -4.686  C142 1.491, C144 1.355
144 C 3.277 -2.687 -3.892  O143 1.355, O145 1.217, O146 1.322
145 O 3.381 -1.503 -4.153  C144 1.217
146 O 3.804 -3.240 -2.814  C144 1.322, C147 1.429
147 C 4.155 -4.621 -2.705  O146 1.429, H153 1.059, H154 1.098, H155 1.083
148 H 0.766 -4.784 -6.180  C141 1.067
149 H 0.319 -3.515 -7.139  C141 1.080
150 H -0.166 -3.413 -5.474  C141 1.098
151 H 1.953 -2.009 -5.825  C142 1.088
152 H 2.701 -3.341 -6.730  C142 1.081
153 H 3.259 -5.186 -2.678  C147 1.059
154 H 4.601 -4.678 -1.703  C147 1.098
155 H 4.823 -4.930 -3.500  C147 1.083
156 C -5.619 -0.032 3.462  C157 1.525, H163 1.105, H164 1.121, H165 1.037
157 C -4.226 0.132 4.058  C156 1.525, O158 1.398, H166 1.072, H167 1.078
158 O -4.067 1.431 4.550  C157 1.398, C159 1.297
159 C -3.897 2.375 3.677  O158 1.297, O160 1.178, O161 1.378
160 O -3.712 2.342 2.515  C159 1.178
161 O -3.886 3.515 4.450  C159 1.378, C162 1.488
162 C -3.910 4.737 3.601  O161 1.488, H168 1.100, H169 1.092, H170 1.079
163 H -6.365 0.244 4.228  C156 1.105
164 H -5.721 -1.111 3.179  C156 1.121
165 H -5.878 0.542 2.637  C156 1.037
166 H -3.445 -0.131 3.372  C157 1.072
167 H -4.235 -0.494 4.935  C157 1.078
168 H -2.999 4.950 3.022  C162 1.100
169 H -4.149 5.586 4.246  C162 1.092
170 H -4.734 4.634 2.912  C162 1.079
171 C -1.921 2.180 -4.435  C172 1.459, H178 1.139, H179 1.033, H180 1.086
172 C -2.383 3.460 -4.960  C171 1.459, O173 1.421, H181 1.093, H182 1.134
173 O -2.454 4.308 -3.821  C172 1.421, C174 1.322
174 C -2.697 5.607 -3.865  O173 1.322, O175 1.193, O176 1.353
175 O -2.568 6.331 -2.926  C174 1.193
176 O -3.102 5.928 -5.116  C174 1.353, C177 1.508
177 C -3.527 7.368 -5.248  O176 1.508, H183 1.082, H184 1.102, H185 1.104
178 H -1.812 1.457 -5.308  C171 1.139
179 H -2.515 1.766 -3.697  C171 1.033
180 H -0.894 2.466 -4.230  C171 1.086
181 H -3.339 3.389 -5.483  C172 1.093
182 H -1.714 3.950 -5.734  C172 1.134
183 H -2.617 7.952 -5.304  C177 1.082
184 H -4.132 7.625 -4.363  C177 1.102
185 H -4.037 7.383 -6.227  C177 1.104
186 C 0.693 6.525 -3.518  C187 1.488, H193 1.090, H194 1.091, H195 1.081
187 C 0.580 5.270 -4.308  C186 1.488, O188 1.439, H196 1.076, H197 1.036
188 O 1.936 4.895 -4.612  C187 1.439, C189 1.320
189 C 2.081 3.748 -5.248  O188 1.320, O190 1.210, O191 1.303
190 O 1.147 3.003 -5.436  C189 1.210
191 O 3.272 3.714 -5.776  C189 1.303, C192 1.443
192 C 3.830 2.398 -5.975  O191 1.443, H198 1.082, H199 1.103, H200 1.094
193 H -0.250 6.529 -2.972  C186 1.090
194 H 0.826 7.444 -4.090  C186 1.091
195 H 1.464 6.503 -2.760  C186 1.081
196 H -0.033 5.312 -5.192  C187 1.076
197 H 0.155 4.494 -3.770  C187 1.036
198 H 3.295 1.731 -6.640  C192 1.082
199 H 3.832 1.876 -5.003  C192 1.103
200 H 4.863 2.551 -6.298  C192 1.094